(1)
DFT (the ωB97M-V functional and the def2-TZVPD basis) results for 9 unconnected molecules or ions with the total composition C18H57N15O9 in a non-equilibrium geometry.

Summary:
LUMO = -0.068 eV
2S+1 = 1
Kohn-Sham gap = 7.52 eV
total charge = 0
energy above the lowest of the compared OMol25 structures with the same formula, charge and spin = 3.0253 eV
highest occupied orbital energy = -7.592 eV

Last column: Löwdin charge in e.
Cartesian coordinates (Å):
C 1.3238 -0.2336 -0.3131  -0.622
O 2.1203 -1.1204 0.0218  -0.022
N 1.4280 1.0569 0.0831  0.174
N 0.2058 -0.4898 -1.0299  0.187
H 0.7226 1.7408 -0.1394  0.051
H 2.2849 1.3121 0.5460  0.078
H -0.4819 0.2402 -1.1027  0.065
H 0.0752 -1.3692 -1.5328  0.042
C 0.3154 1.1888 3.8280  -0.683
O 0.8562 0.1318 3.5014  0.023
N -0.0876 2.1331 2.9532  0.200
N 0.1265 1.5110 5.1322  0.111
H -0.4847 3.0065 3.2433  0.107
H 0.2522 2.1032 2.0073  0.064
H -0.2455 2.3700 5.4756  0.106
H 0.5506 0.8102 5.7163  0.136
C -0.4706 4.5889 -0.3022  -0.668
O -0.1220 3.5479 0.2393  0.016
N -0.1604 4.9851 -1.5661  0.167
N -1.1809 5.5045 0.3940  0.166
H 0.4315 4.3995 -2.1273  0.105
H -0.7236 5.6983 -1.9906  0.098
H -1.5951 6.3157 -0.0282  0.100
H -1.4167 5.3161 1.3515  0.111
C -3.3576 0.8424 -1.9405  -0.682
O -4.3820 0.8601 -1.2774  0.028
N -3.1018 -0.1656 -2.8205  0.154
N -2.3108 1.7103 -1.8553  0.163
H -2.3964 -0.1495 -3.5376  0.051
H -3.8737 -0.7926 -2.9737  0.103
H -2.2673 2.5754 -1.3489  0.091
H -1.5537 1.5650 -2.5178  0.034
C -0.7997 1.6733 -5.1752  -0.641
O -0.5407 1.3648 -4.0130  -0.006
N -0.5954 2.9059 -5.6898  0.161
N -1.0582 0.7562 -6.1382  0.182
H -0.7731 3.1873 -6.6343  0.101
H -0.1305 3.5660 -5.0915  0.102
H -0.9495 -0.2458 -5.9747  0.071
H -1.2342 1.0640 -7.0763  0.101
C 3.8485 1.8666 2.6846  -0.696
O 3.4913 2.6306 3.5756  0.010
N 3.3043 0.6797 2.3442  0.159
N 5.0394 2.0782 2.0543  0.134
H 3.5609 0.1065 1.5586  0.083
H 2.3833 0.5326 2.7772  0.059
H 5.6181 2.8692 2.2648  0.094
H 5.4050 1.3872 1.4249  0.086
C 1.2241 -2.9880 -4.1389  -0.040
C -0.0677 -2.2521 -3.7892  -0.401
C -1.1873 -2.5074 -4.8353  -0.185
O -0.7701 -2.0498 -6.1122  -0.250
C -1.5190 -2.5586 -7.2057  -0.083
N -0.4373 -2.8405 -2.4791  0.024
H 2.0993 -2.6301 -3.6018  0.086
H 1.4089 -2.8550 -5.2089  0.075
H 1.1224 -4.0672 -4.0097  0.082
H 0.0667 -1.1791 -3.6385  0.112
H -2.0961 -1.9265 -4.6416  0.108
H -1.3816 -3.5829 -4.7688  0.133
H -1.5485 -3.6468 -7.2684  0.093
H -1.1917 -2.1608 -8.1643  0.090
H -2.5302 -2.1605 -7.0543  0.091
H -0.3271 -3.8402 -2.6038  0.078
H -1.4359 -2.6631 -2.3685  0.081
C -4.4360 0.8443 6.0845  -0.074
C -3.5093 0.8343 4.8926  -0.423
C -3.9934 1.7704 3.7732  -0.215
O -3.1286 2.0068 2.6695  -0.186
C -2.8045 0.8068 2.0042  -0.121
N -2.1224 1.1065 5.2853  0.036
H -4.6654 1.8043 6.5470  0.076
H -4.1584 0.0993 6.8326  0.077
H -5.4200 0.4233 5.8425  0.076
H -3.4556 -0.1501 4.4191  0.135
H -4.2707 2.7593 4.1563  0.120
H -4.9726 1.4565 3.3853  0.123
H -3.6143 0.0833 1.8749  0.097
H -1.9939 0.2543 2.4926  0.078
H -2.4091 1.0157 1.0112  0.069
H -1.4029 1.1637 4.5553  0.009
H -2.0719 2.0948 5.5372  0.074
C 2.9416 -4.5577 -0.0088  -0.074
C 2.8628 -4.1503 1.4698  -0.427
C 4.1563 -3.5133 1.9762  -0.214
O 3.9172 -3.2588 3.3529  -0.182
C 4.9130 -2.4600 3.9722  -0.116
N 1.6931 -3.2767 1.6292  0.043
H 3.6409 -5.3948 -0.1444  0.066
H 3.3900 -3.7474 -0.5841  0.072
H 1.9870 -4.9351 -0.3694  0.065
H 2.6977 -4.9876 2.1553  0.133
H 4.4163 -2.5527 1.5085  0.115
H 5.0462 -4.1188 1.7617  0.121
H 4.8495 -2.6522 5.0462  0.081
H 4.7167 -1.3914 3.8580  0.073
H 5.9544 -2.7171 3.7566  0.081
H 0.9281 -3.8250 1.2472  0.058
H 1.8390 -2.5422 0.9182  0.014

Atoms 1-2, force components in eV/Å:
-0.5 -0.6 0.5
0.5 1.1 -0.9

---

(2)
DFT (the ωB97M-V functional and the def2-TZVPD basis) results for 2 unconnected molecules or ions with the total composition C3H3O3 in a non-equilibrium geometry.

Summary:
LUMO = 3.987 eV
2S+1 = 1
Kohn-Sham gap = 6.81 eV
total charge = -1
energy above the lowest of the compared OMol25 structures with the same formula, charge and spin = 3.1671 eV
highest occupied orbital energy = -2.819 eV

Last column: natural (NBO) charge in e.
Cartesian coordinates (Å):
C 0.9421 0.7688 0.1350  -0.655
C 0.0769 -0.1740 0.2423  -0.065
C 3.5717 0.0322 0.1256  1.033
O 3.6311 -0.5851 -0.8484  -0.586
O 4.0812 0.4810 1.0924  -0.615
O -1.4390 -0.1062 0.3429  -0.821
H 0.5680 1.7882 0.0814  0.126
H 0.4068 -1.1547 0.4520  0.137
H -1.8049 0.4471 -0.2669  0.446

Atoms 1-2, force components in eV/Å:
2.0 1.5 -0.2
-2.3 -0.3 0.3

---

(3)
DFT (the ωB97M-V functional and the def2-TZVPD basis) results for 2 unconnected molecules or ions with the total composition H5NS in a non-equilibrium geometry.

Summary:
LUMO = 0.741 eV
2S+1 = 1
Kohn-Sham gap = 10.59 eV
total charge = 0
energy above the lowest of the compared OMol25 structures with the same formula, charge and spin = 0.3355 eV
highest occupied orbital energy = -9.844 eV

Last column: natural (NBO) charge in e.
Cartesian coordinates (Å):
S 2.4766 -0.1222 -0.2723  -0.302
H 1.4022 -0.3751 -1.1754  0.155
N -1.7721 -0.2261 0.8090  -1.080
H -1.9930 0.5847 1.3226  0.362
H -2.2992 -0.2465 -0.1226  0.360
H -0.8100 -0.3273 0.6353  0.358
H 2.9955 0.7126 -1.1966  0.146

Atoms 1-2, force components in eV/Å:
-1.4 -0.1 -1.6
1.3 0.2 1.3

---

(4)
DFT (the ωB97M-V functional and the def2-TZVPD basis) results for 2 unconnected molecules or ions with the total composition F2HPS in a non-equilibrium geometry.

Summary:
LUMO (spin up / spin down) = -2.903 / -2.901 eV
2S+1 = 1
Kohn-Sham gap (spin up / spin down) = 7.15 / 7.15 eV
total charge = 0
energy above the lowest of the compared OMol25 structures with the same formula, charge and spin = 3.9331 eV
highest occupied orbital energy (spin up / spin down) = -10.051 / -10.046 eV

Last column: natural (NBO) charge in e.
Cartesian coordinates (Å):
F 0.3097 -1.2990 -0.4698  -0.580
F 0.3679 1.0646 -0.7788  -0.583
P 0.5115 0.0127 0.4500  1.309
S -3.1100 0.2526 0.4804  0.000
H 1.9209 -0.0309 0.3183  -0.146

Atoms 1-2, force components in eV/Å:
-0.1 0.3 0.7
-0.1 -0.2 0.9

---

(5)
DFT (the ωB97M-V functional and the def2-TZVPD basis) results for 6 unconnected molecules or ions with the total composition C30H42BClN7O5S2.

Summary:
LUMO = -4.548 eV
2S+1 = 1
Kohn-Sham gap = 4.83 eV
total charge = +1
highest occupied orbital energy = -9.377 eV

Last column: Löwdin charge in e.
Cartesian coordinates (Å):
N -0.1411 -4.8831 2.8258  0.213
B 0.6533 -3.8963 2.1614  -0.614
O 1.9019 -4.1236 1.7168  0.242
N 0.1625 -2.4234 2.0428  0.149
C 0.5785 -1.6384 3.0571  0.004
C 0.3178 -0.3022 3.0784  0.028
C -0.3682 0.2414 2.0002  0.067
C -0.8090 -0.5640 0.9604  -0.185
C -1.4642 0.1017 -0.2186  -0.174
S -0.3666 0.1172 -1.6551  0.717
O -0.4287 1.4377 -2.2114  -0.334
O 0.8842 -0.4623 -1.2542  -0.308
C -0.5633 -1.9257 1.0093  -0.128
C -1.0175 -2.8934 -0.0420  -0.077
C -2.1189 -3.8764 0.4231  -0.185
C -3.5499 -3.5003 0.0325  -0.205
C -4.0935 -2.2001 0.6389  -0.269
S -5.0593 -2.3475 2.1278  0.338
O -5.0733 -1.0735 2.7653  -0.318
O -6.2538 -3.0594 1.8206  -0.316
Cl -3.9110 -3.5570 3.2848  0.466
H 0.4520 -5.5281 3.3408  0.102
H -0.7171 -5.4574 2.2208  0.090
H 2.4073 -3.3470 1.4431  0.135
H 1.1348 -2.1080 3.8608  0.136
H 0.6826 0.2957 3.9035  0.138
H -0.5408 1.3110 1.9650  0.144
H -2.4402 -0.2957 -0.4999  0.103
H -1.5935 1.1652 -0.0076  0.116
H -0.9633 -0.7330 -2.5236  0.089
H -1.3685 -2.3557 -0.9253  0.104
H -0.1433 -3.4610 -0.3776  0.142
H -1.9085 -4.8415 -0.0462  0.134
H -2.0763 -4.0351 1.4947  0.038
H -3.6185 -3.4776 -1.0560  0.126
H -4.1964 -4.3255 0.3507  0.102
H -3.2870 -1.5155 0.9099  0.069
H -4.7776 -1.7077 -0.0557  0.122
N 1.7219 2.7572 -3.9928  0.006
C 2.9856 2.2499 -4.1096  -0.130
C 3.6647 3.0087 -5.0261  -0.098
C 2.7758 4.0207 -5.4779  -0.103
C 1.5847 3.8374 -4.8234  -0.168
H 1.0085 2.3999 -3.3810  0.086
H 3.2965 1.3977 -3.5296  0.107
H 4.6850 2.8595 -5.3358  0.094
H 2.9852 4.7928 -6.1997  0.096
H 0.6571 4.3837 -4.8790  0.115
N 1.4844 5.2625 -1.8492  0.022
C 1.9063 6.4459 -1.3167  -0.128
C 1.5439 6.4737 0.0039  -0.101
C 0.8751 5.2495 0.2774  -0.117
C 0.8570 4.5239 -0.8871  -0.147
H 1.6160 4.9853 -2.8090  0.097
H 2.4326 7.1680 -1.9172  0.094
H 1.7351 7.2778 0.6937  0.094
H 0.4543 4.9428 1.2211  0.081
H 0.4487 3.5531 -1.1118  0.074
N -6.3387 -6.5174 0.4045  0.003
C -5.9828 -7.7394 0.9070  -0.139
C -5.4785 -8.4875 -0.1232  -0.108
C -5.5345 -7.6867 -1.2972  -0.111
C -6.0716 -6.4793 -0.9386  -0.158
H -6.7464 -5.7687 0.9364  0.133
H -6.1237 -7.9743 1.9479  0.107
H -5.1183 -9.4995 -0.0477  0.092
H -5.2231 -7.9687 -2.2889  0.091
H -6.2896 -5.6003 -1.5214  0.104
N 3.3734 -3.1030 6.3070  -0.008
C 3.7717 -1.9654 5.6484  -0.162
C 4.7527 -1.3710 6.3938  -0.102
C 4.9575 -2.1779 7.5442  -0.096
C 4.0953 -3.2359 7.4622  -0.129
H 2.6672 -3.7449 6.0021  0.132
H 3.3330 -1.6694 4.7098  0.080
H 5.2699 -0.4603 6.1433  0.095
H 5.6604 -2.0000 8.3397  0.098
H 3.9355 -4.0693 8.1239  0.111
N 3.2133 8.0688 -4.4362  -0.006
C 4.2854 8.6856 -5.0222  -0.139
C 3.8815 9.9296 -5.4247  -0.109
C 2.5122 10.0686 -5.0664  -0.109
C 2.1284 8.9041 -4.4586  -0.150
H 3.2238 7.1394 -4.0587  0.117
H 5.2378 8.1905 -5.1005  0.105
H 4.4976 10.6609 -5.9197  0.091
H 1.8833 10.9260 -5.2361  0.091
H 1.1830 8.6010 -4.0418  0.103

Atoms 1-2, force components in eV/Å:
0.5 0.0 -0.1
0.0 -0.3 -0.2

---

(6)
DFT (the ωB97M-V functional and the def2-TZVPD basis) results for 2 unconnected molecules or ions with the total composition C12H20O in a non-equilibrium geometry.

Summary:
LUMO = 0.866 eV
2S+1 = 1
Kohn-Sham gap = 9.12 eV
total charge = 0
energy above the lowest of the compared OMol25 structures with the same formula, charge and spin = 0.8806 eV
highest occupied orbital energy = -8.250 eV

Last column: natural (NBO) charge in e.
Cartesian coordinates (Å):
C -0.4256 0.3538 0.8110  -0.414
C -1.8460 -0.1428 0.5395  -0.611
C -0.2423 1.8068 1.1768  -0.059
C 1.0216 2.3007 1.4546  -0.175
C -1.2863 2.7600 1.2315  -0.183
C 1.3146 3.6243 1.7497  -0.302
C -0.9999 4.1078 1.4073  -0.271
C 0.2978 4.5639 1.6843  0.303
O 0.4418 5.8888 1.8589  -0.659
H 0.0229 -0.2537 1.6650  0.210
H 0.2252 0.1324 -0.0545  0.211
H -2.5359 -0.2525 1.3767  0.216
H 1.8297 1.5884 1.3210  0.203
H -2.3067 2.5270 0.9827  0.209
H 2.3384 3.9389 1.9178  0.209
H -1.8560 4.7668 1.2526  0.220
H 1.3401 6.0849 2.1522  0.478
H -1.7384 -1.1045 -0.0035  0.210
H -2.2850 0.5173 -0.2191  0.202
C 0.4587 -2.6343 -1.4837  -0.228
C -0.9262 -3.1401 -1.0922  -0.612
C 1.5222 -3.4602 -0.7713  -0.614
C 0.7531 -2.7908 -2.9950  -0.599
H 0.5769 -1.5449 -1.3253  0.197
H -0.7708 -3.5339 -0.0718  0.207
H -1.1550 -4.0542 -1.6381  0.213
H 1.4923 -4.4981 -1.1413  0.202
H 2.5991 -3.2159 -0.9130  0.213
H 1.3636 -3.5174 0.3150  0.204
H 0.0195 -2.2448 -3.6027  0.204
H 1.7655 -2.4095 -3.2088  0.206
H 0.6540 -3.8327 -3.3338  0.198
H -1.6628 -2.3315 -1.0424  0.210

Atoms 1-2, force components in eV/Å:
0.7 -0.8 1.5
0.5 -0.2 -1.5

---

Short version: calculated total energy = -60372.2198 -9300.5079 -12406.1089 -25573.3252 -87322.8657 -14815.3309 eV, in the order given.